1.
Below is 2 unconnected molecules or ions with the total composition C5H4ClF2NOS in a non-equilibrium geometry, with properties calculated with the ωB97M-V functional and the def2-TZVPD basis.

XYZ file:
```
15
C5H4ClF2NOS (the ωB97M-V functional and the def2-TZVPD basis)
C 2.67504 -0.41470 -0.17089
C 1.39669 -0.55214 -0.12654
C 0.85022 1.79857 -0.29800
C 3.68284 -1.44125 0.04828
C -3.74743 -0.27360 0.36204
H 0.79833 -1.55397 0.25744
H 2.08818 1.94988 -0.57481
H -3.65230 0.77729 0.48791
H -3.65897 -0.84031 1.29293
N 4.41058 -2.34790 -0.06073
O 0.38533 0.38239 -0.14702
F 3.25476 0.83084 -0.26638
F -2.86165 -0.70723 -0.56056
S -0.21396 3.01261 -0.02891
Cl -5.40766 -0.62047 -0.21476
```

- HOMO level (eV) = -9.71
- charge = 0
- relative energy (zero: lowest compared OMol25 entry of this formula, charge and spin) (eV) = 1.4517
- molecular weight (Da) = 199.61
- calculated total energy (eV) = -37575.6658
- LUMO level (eV) = -0.812
- structure (SMILES) = N#C/C(F)=C/OC=S.FCCl

=====

2.
Below is a molecular structure, C8H10N3 in a non-equilibrium geometry, with properties calculated with the ωB97M-V functional and the def2-TZVPD basis.

XYZ file:
```
21
C8H10N3 (the ωB97M-V functional and the def2-TZVPD basis)
C 1.04381 1.05202 1.82668
C -0.28471 0.60284 1.91265
C -0.50307 1.75239 0.83659
C 0.43991 -1.28058 -0.92361
C -1.71477 0.34070 -1.19433
C 0.04428 -1.60546 0.57139
C -0.16722 0.03981 -1.29463
C -0.85041 0.54860 -0.06294
N 0.84015 2.19240 1.20642
N -1.28311 1.63818 1.95842
N -0.79687 -0.49659 0.98827
H 1.90252 0.43056 2.02709
H 1.54002 -1.17833 -1.13688
H 0.10751 -2.02133 -1.56231
H -2.04245 1.31120 -1.77141
H -2.41641 -0.34371 -1.04572
H -0.53646 -2.56199 0.74631
H 0.87430 -1.68333 1.19585
H 0.25886 0.69230 -2.00708
H 1.38329 2.96403 0.95543
H -1.11849 2.19872 2.76368
```

- HOMO level (eV) = -13.03
- charge = +1
- relative energy (zero: lowest compared OMol25 entry of this formula, charge and spin) (eV) = 6.3983
- molecular weight (Da) = 148.19
- calculated total energy (eV) = -12914.3197
- LUMO level (eV) = -5.206

=====

3.
Below is 2 unconnected molecules or ions with the total composition C6H10 in a non-equilibrium geometry, with properties calculated with the ωB97M-V functional and the def2-TZVPD basis.

XYZ file:
```
16
C6H10 (the ωB97M-V functional and the def2-TZVPD basis)
C -0.61294 -2.81789 -0.79002
C 0.62681 -2.90738 -0.30569
H -1.11787 -1.84931 -0.88012
H -1.16178 -3.71041 -1.11159
H 1.17565 -2.01487 0.01588
H 1.13174 -3.87596 -0.21559
C -0.22739 1.55758 0.87175
C 0.21892 1.87672 -0.21464
C -0.76410 1.17419 2.17855
C 0.75580 2.26100 -1.52111
H -1.74857 1.64423 2.34135
H -0.08230 1.49807 2.98282
H -0.88295 0.07921 2.23775
H 0.03393 2.89764 -2.05982
H 1.69713 2.82264 -1.39841
H 0.95794 1.36453 -2.13109
```

- HOMO level (eV) = -9.37
- charge = 0
- relative energy (zero: lowest compared OMol25 entry of this formula, charge and spin) (eV) = 2.3371
- molecular weight (Da) = 82.15
- calculated total energy (eV) = -6381.5224
- LUMO level (eV) = 1.003
- structure (SMILES) = CC#CC.C=C

=====

4.
Below is C4H9NO in the gas phase in a non-equilibrium geometry, with properties calculated with the ωB97M-V functional and the def2-TZVPD basis.

XYZ file:
```
15
C4H9NO (the ωB97M-V functional and the def2-TZVPD basis)
C -0.45472 0.93300 -1.94666
C -0.62073 0.21405 -0.61055
C -1.25531 -1.18616 -0.74642
C 0.54948 0.17983 1.49212
H -1.41863 0.93041 -2.46970
H 0.30275 0.47244 -2.58317
H -0.09111 2.01918 -1.80907
H -1.36722 0.68764 -0.00927
H -2.26784 -1.22190 -1.25034
H -0.58290 -1.83472 -1.37467
H -1.29470 -1.55594 0.37558
H 1.47372 -0.36768 -0.37960
H -0.39206 0.65267 1.90812
N 0.66686 0.08466 0.08320
O 1.45720 -0.15237 2.23484
```

- HOMO level (eV) = -9.63
- charge = 0
- relative energy (zero: lowest compared OMol25 entry of this formula, charge and spin) (eV) = 1.1106
- molecular weight (Da) = 87.12
- calculated total energy (eV) = -7831.2094
- LUMO level (eV) = 0.905
- structure (SMILES) = CC(C)NC=O

=====

5.
Below is a gas-phase ion, C4H9N2 (charge +1) in a non-equilibrium geometry, with properties calculated with the ωB97M-V functional and the def2-TZVPD basis.

XYZ file:
```
15
C4H9N2 (the ωB97M-V functional and the def2-TZVPD basis)
C 0.31117 -0.64696 1.11169
C 0.40532 1.30903 -0.71460
C 0.04517 0.06828 -0.19204
C 0.34441 1.61922 -2.18233
N 1.25375 -0.53101 1.85939
N -1.09714 -1.59470 1.46926
H 0.88081 1.96866 -0.05541
H -0.40350 -0.67888 -0.91873
H 0.77057 0.73855 -2.75087
H 0.86628 2.58448 -2.39103
H -0.79709 1.70258 -2.44988
H 1.61687 -0.85217 2.72100
H -1.82384 -1.43954 0.74455
H -1.62135 -1.56937 2.30178
H -0.75143 -2.67818 1.44722
```

- HOMO level (eV) = -13.75
- charge = +1
- relative energy (zero: lowest compared OMol25 entry of this formula, charge and spin) (eV) = 3.2172
- molecular weight (Da) = 85.13
- calculated total energy (eV) = -7264.9245
- LUMO level (eV) = -3.986
- structure (SMILES) = [H]/N=C([NH3+])/C=C/C

=====

6.
Below is a molecular structure, C60H80Ge2N5S4Ti in a non-equilibrium geometry, with properties calculated with the ωB97M-V functional and the def2-TZVPD basis.

XYZ file:
```
152
C60H80Ge2N5S4Ti (the ωB97M-V functional and the def2-TZVPD basis)
Ti -1.90416 1.19249 1.16609
N -1.89336 0.82629 -2.80821
C -2.91096 1.32029 -1.85371
C -3.85916 2.33829 -2.47841
C -4.95306 2.74969 -1.47761
N -4.35976 3.50749 -0.36911
C -5.68366 1.52379 -0.92321
C -4.72916 0.50759 -0.29211
N -4.07396 1.02629 0.93059
C -3.67746 0.10729 -1.33111
H -1.28906 1.56539 -3.23901
H -2.31806 0.25759 -3.55091
H -1.20596 0.18239 -2.28301
H -2.36916 1.80019 -0.99871
H -4.33336 1.92639 -3.37181
H -3.30206 3.22779 -2.77451
H -5.68546 3.35959 -2.02851
H -5.11726 3.88509 0.19779
H -3.86626 4.30379 -0.75901
H -6.21936 1.03389 -1.73861
H -6.42916 1.84059 -0.19161
H -5.30696 -0.38771 -0.03021
H -4.12796 0.30099 1.65479
H -4.60466 1.82559 1.27809
H -4.19006 -0.38931 -2.15531
H -2.98016 -0.60811 -0.88071
C -1.18426 2.97619 -5.17931
C -0.06176 2.61039 -4.24521
C 0.40644 3.51149 -3.29151
C 1.50484 3.21349 -2.49841
C 2.08294 4.22389 -1.55791
C 2.11844 1.96249 -2.62651
C 1.68944 1.05619 -3.59871
C 2.42754 -0.22431 -3.82951
C 0.60574 1.39549 -4.39821
C 3.30324 1.64899 -1.79451
C 4.55284 2.08489 -2.21221
C 5.67574 1.83089 -1.44641
C 5.55224 1.13639 -0.26131
C 4.31454 0.66859 0.17249
C 3.19374 0.92859 -0.60761
Ge 1.38194 0.31889 -0.00611
S 0.01964 2.08669 0.18819
S 0.06674 -0.98501 -1.36351
Ge -0.40686 -2.11091 0.67489
S -2.12106 -1.12131 1.63629
S 1.36994 -1.14311 1.73739
C -0.61086 -4.06491 0.22109
C -0.30446 -4.93151 1.26109
C -0.39416 -6.30181 1.05539
C -0.78486 -6.79321 -0.17441
C -1.09646 -5.91961 -1.19921
C -1.01536 -4.54071 -1.02131
C -1.37616 -3.67731 -2.17221
C -0.46436 -3.46711 -3.20971
C 0.89974 -4.08401 -3.17681
C -0.84586 -2.68501 -4.29341
C -2.12666 -2.16421 -4.39451
C -2.55166 -1.38241 -5.60471
C -3.03856 -2.44121 -3.38321
C -2.67986 -3.18301 -2.26791
C -3.68796 -3.50351 -1.20531
C 0.11844 -4.41761 2.57989
C 1.48064 -4.34311 2.88729
C 2.52014 -4.68861 1.86329
C 1.85754 -3.98661 4.17229
C 0.91534 -3.70591 5.15129
C 1.33924 -3.35491 6.54259
C -0.43326 -3.77201 4.82399
C -0.84826 -4.14401 3.55499
C -2.30606 -4.33611 3.25599
C 4.30034 -0.05461 1.46499
C 4.85484 -1.33431 1.54509
C 5.30544 -2.07351 0.31849
C 4.99664 -1.93171 2.79099
C 4.59124 -1.29271 3.95089
C 4.76994 -1.92451 5.29349
C 4.02534 -0.02761 3.85099
C 3.88924 0.60789 2.62869
C 3.33604 2.00379 2.56499
H -1.91056 3.63549 -4.70821
H -1.69386 2.09629 -5.56911
H -0.77866 3.51189 -6.03651
H -0.07186 4.47449 -3.19551
H 1.44154 5.09669 -1.48041
H 3.05974 4.54469 -1.92111
H 2.22854 3.79049 -0.56851
H 2.81404 -0.62691 -2.89431
H 3.27804 -0.03961 -4.48651
H 1.78544 -0.96361 -4.30061
H 0.29064 0.70649 -5.16801
H 4.63084 2.61609 -3.14841
H 6.64464 2.17329 -1.77161
H 6.41434 0.93789 0.35519
H -0.15156 -6.96711 1.86949
H -0.83966 -7.85811 -0.33561
H -1.40126 -6.29581 -2.16421
H 1.11974 -4.51111 -2.20111
H 1.66174 -3.34761 -3.42261
H 0.95854 -4.87991 -3.91921
H -0.13836 -2.51131 -5.09071
H -1.72086 -0.83041 -6.03741
H -3.37336 -0.69941 -5.38591
H -2.91036 -2.07071 -6.36971
H -4.06696 -2.12391 -3.49701
H -4.66496 -3.10171 -1.46051
H -3.38086 -3.10381 -0.23691
H -3.77866 -4.58231 -1.09301
H 2.20934 -4.38701 0.86189
H 2.69174 -5.76591 1.85059
H 3.45894 -4.19771 2.10489
H 2.90754 -3.94581 4.41969
H 2.33084 -3.74521 6.75499
H 0.64314 -3.76341 7.27059
H 1.35684 -2.27231 6.67009
H -1.17676 -3.56401 5.58199
H -2.91716 -3.95461 4.07059
H -2.52256 -5.39691 3.12779
H -2.59936 -3.83121 2.33359
H 4.84954 -1.67271 -0.58581
H 5.05884 -3.13071 0.40089
H 6.38824 -2.00121 0.21329
H 5.45664 -2.90891 2.85609
H 5.07504 -2.96291 5.20399
H 3.84674 -1.87171 5.86529
H 5.53804 -1.39521 5.85479
H 3.70474 0.47729 4.75209
H 3.18874 2.39609 3.56889
H 2.37424 2.02149 2.03939
H 4.01684 2.66409 2.02839
C 0.62224 6.55419 2.04779
C -0.47396 5.99269 2.94679
N -1.35716 5.07259 2.24369
C -2.11516 5.67089 1.15209
C -1.58026 5.24439 -0.21811
C -1.44686 3.76829 2.49979
C -0.52296 3.12039 3.49169
N -2.33846 2.98069 1.94449
H 1.28984 7.16559 2.64469
H 0.21754 7.18609 1.26369
H 1.20034 5.75419 1.59549
H -1.09296 6.81399 3.32229
H -0.02396 5.48939 3.79859
H -2.02916 6.75189 1.25209
H -3.17596 5.42399 1.26809
H -0.61326 5.70169 -0.40131
H -2.25556 5.58659 -0.99811
H -1.45076 4.16029 -0.27861
H -0.76676 3.44969 4.50349
H 0.51604 3.37029 3.27569
H -0.65946 2.02589 3.43319
H -3.00666 3.47829 1.34739
```

- HOMO level (alpha / beta) (eV) = -12.13 / -12.13
- charge = +2
- relative energy (zero: lowest compared OMol25 entry of this formula, charge and spin) (eV) = 0.7717
- molecular weight (Da) = 1192.69
- calculated total energy (eV) = -250455.2770
- LUMO level (alpha / beta) (eV) = -5.148 / -4.803
- 2S+1 = 2

=====

7.
Below is a molecular structure, C59H72AlN12O4Te, with properties calculated with the ωB97M-V functional and the def2-TZVPD basis.

XYZ file:
```
149
C59H72AlN12O4Te (the ωB97M-V functional and the def2-TZVPD basis)
Al 1.03219 -1.17369 0.48773
O 4.15898 2.09839 6.42215
N 4.29468 2.00805 5.22218
O 5.19995 2.51145 4.58207
C 3.31579 1.19799 4.48533
C 2.69652 0.20185 5.17318
C 1.80791 -0.71491 4.53944
C 1.15868 -1.77872 5.20208
C 0.34939 -2.63838 4.43584
C 0.20582 -2.45782 3.09026
N 0.80882 -1.41305 2.40415
C 1.59155 -0.55561 3.16760
C 2.17446 0.52336 2.48264
N 1.79828 0.61454 1.18162
C 2.21053 1.65462 0.48188
C 3.05781 2.62461 1.01007
C 3.49289 2.51844 2.31435
C 3.04948 1.44196 3.10129
H 2.91054 0.09232 6.22805
H 1.29845 -1.93190 6.26307
H -0.16356 -3.46590 4.90768
H -0.36640 -3.14764 2.48415
H 1.83540 1.71306 -0.53300
H 3.34448 3.47020 0.40055
H 4.14680 3.26982 2.72673
C 6.03358 -0.70796 -1.61061
N 4.68796 -0.22511 -1.31745
C 4.30896 0.96110 -2.06614
C 3.85186 -0.94944 -0.53195
N 2.55081 -1.11722 -0.71863
C 1.89176 -0.89019 -1.97245
C 2.51159 -1.20891 -3.17942
C 1.90313 -0.96630 -4.39633
C 0.64184 -0.39066 -4.39628
C -0.02353 -0.16552 -3.20367
C 0.53778 -0.45441 -1.95078
N -0.17228 -0.35697 -0.71781
C -1.60739 -0.13052 -0.88093
N -2.27850 -1.26964 -1.50784
C -2.48641 -2.43882 -0.68176
C -3.47975 -0.94386 -2.25432
N -1.80972 -0.06001 1.78456
C -2.70668 -1.03619 2.46347
C -1.52280 1.00503 2.79406
N 4.42766 -1.53050 0.55083
C 5.54996 -0.91206 1.24847
C 3.86940 -2.73613 1.15377
H 6.16891 -0.72714 -2.69440
H 6.16560 -1.71676 -1.22999
H 6.80208 -0.05880 -1.18614
H 4.34774 0.78309 -3.14203
H 5.00972 1.76364 -1.82387
H 3.30789 1.28036 -1.80923
H 3.49052 -1.67122 -3.15307
H 2.40768 -1.21310 -5.32110
H 0.15491 -0.13576 -5.32910
H -1.02347 0.22584 -3.27358
H -1.66085 -2.55402 0.02184
H -2.52451 -3.32854 -1.31405
H -3.43766 -2.40572 -0.12143
H -3.29339 -0.12149 -2.94310
H -4.33287 -0.66618 -1.61192
H -3.77614 -1.81440 -2.84175
H -2.92449 -1.86678 1.80073
H -3.63022 -0.52956 2.73283
H -2.22656 -1.41448 3.36254
H -0.19528 1.90924 1.44720
H -1.30455 0.47655 3.72211
H -2.43673 1.59069 2.91644
H 5.68736 0.11093 0.90869
H 6.47975 -1.46448 1.09981
H 5.33214 -0.88538 2.31749
H 3.75591 -3.51720 0.39947
H 2.89983 -2.57033 1.62133
H 4.55694 -3.08448 1.91973
C 0.44247 -7.35807 -1.50401
N 0.32338 -5.90719 -1.47824
N 0.50303 -5.16256 -0.33918
C 0.60880 -3.84937 -0.69236
O 0.71285 -2.94046 0.20554
C 0.52209 -3.78672 -2.09019
C 0.35955 -5.08151 -2.53823
C 0.23903 -5.58412 -3.93064
C 0.26063 -5.69090 0.96515
C -0.95356 -6.31373 1.23300
C -1.18872 -6.82472 2.49932
C -0.22202 -6.69736 3.48951
C 0.97855 -6.05912 3.21401
C 1.22827 -5.55434 1.94635
H 0.53323 -7.73517 -0.49130
H 1.32835 -7.65049 -2.06725
H -0.43570 -7.80034 -1.97037
H 0.54237 -2.89240 -2.68894
H 0.17704 -4.74156 -4.61433
H -0.65117 -6.20296 -4.05149
H 1.10390 -6.19041 -4.20852
H -1.70214 -6.39642 0.45361
H -2.12595 -7.32210 2.71081
H -0.40568 -7.10361 4.47563
H 1.73030 -5.96322 3.98652
H 2.16586 -5.06439 1.71788
C -0.13422 2.72350 4.68692
C 0.23738 2.72364 3.22967
O 1.06697 3.46155 2.74856
N -0.37191 1.76890 2.43170
Te -0.91240 3.15939 -1.42574
C -1.69904 4.43749 -2.94152
C -1.06152 5.66002 -3.17919
C 0.00305 6.26182 -2.29454
C -1.45644 6.40950 -4.28812
C -2.45545 5.98917 -5.14693
C -2.82290 6.77693 -6.37336
C -3.11083 4.79539 -4.85331
C -2.74970 4.00780 -3.77247
C -3.48891 2.71677 -3.54659
C -2.59298 2.94228 -0.10659
C -3.31273 4.11626 0.21484
C -2.83242 5.49747 -0.14380
C -4.51591 4.03319 0.90930
C -5.05499 2.82255 1.31078
C -6.38972 2.73212 1.99725
C -4.30544 1.68704 1.05496
C -3.07031 1.71258 0.39684
C -2.42091 0.32205 0.38833
H 0.16617 3.67170 5.12265
H 0.39502 1.92261 5.20930
H -1.20674 2.58592 4.83721
H 0.23454 5.64666 -1.42964
H -0.33071 7.23759 -1.93694
H 0.92509 6.42377 -2.85588
H -0.96072 7.35732 -4.47102
H -2.32804 7.74621 -6.38506
H -3.90050 6.93281 -6.43050
H -2.52358 6.23042 -7.26952
H -3.92242 4.46539 -5.49354
H -4.36299 2.65534 -4.19429
H -3.82539 2.61465 -2.51529
H -2.83396 1.87424 -3.77768
H -1.77130 5.61257 0.08497
H -3.39079 6.24917 0.41156
H -2.96589 5.70161 -1.20512
H -5.05280 4.94973 1.12537
H -6.73000 3.71188 2.32709
H -6.34192 2.07317 2.86491
H -7.14067 2.32850 1.31544
H -4.71099 0.73364 1.38232
H -3.28064 -0.33929 0.36120
H -0.90786 -0.50996 1.60992
H -1.74525 0.70693 -1.56205
```

- HOMO level (alpha / beta) (eV) = -10.26 / -11.62
- charge = +2
- molecular weight (Da) = 1167.89
- calculated total energy (eV) = -102302.3205
- LUMO level (alpha / beta) (eV) = -4.928 / -4.838
- 2S+1 = 2